1.
{"formula": "C10H5ClN2O", "method": "the ωB97M-V functional and the def2-TZVPD basis", "spin_multiplicity": 3, "orbital_gap_ev": [6.8, 7.8], "largest_force_ev_per_a": 4.81, "homo_ev": [-7.3, -9.5], "energy_ev": -27993.741, "lumo_ev": [-0.5, -1.7], "elements": ["C", "C", "C", "C", "C", "C", "C", "C", "C", "C", "N", "N", "O", "Cl", "H", "H", "H", "H", "H"], "xyz": [[0.4249, 3.0533, -1.6493], [-1.3337, -2.1637, -0.1490], [-0.7028, -2.6465, 1.0144], [-0.8777, -1.0402, -0.8177], [0.3743, -1.9257, 1.5946], [0.1475, -0.2844, -0.2276], [0.7817, -0.8012, 0.9138], [0.9647, 0.9220, -0.5269], [0.1407, 2.2044, -0.5503], [2.0902, 0.9339, 0.4991], [0.5705, 3.7690, -2.5322], [-0.5598, 2.4521, 0.4716], [1.9331, -0.1265, 1.2129], [-1.5772, 3.8283, 0.6497], [-2.2117, -2.5230, -0.6570], [-1.1453, -3.5718, 1.4114], [-1.4197, -0.8262, -1.6181], [0.9162, -2.2356, 2.5396], [1.4840, 0.9818, -1.5790]]}

2.
{"formula": "C2H4N4OS", "method": "the ωB97M-V functional and the def2-TZVPD basis", "relative_energy_kcal_mol": 63.8, "orbital_gap_ev": [7.7, 7.7], "smiles": "[H]/N=C(/C(N)=N\\[H])[N+]([O-])=S", "largest_force_ev_per_a": 5.80, "homo_ev": [-9.6, -9.6], "energy_ev": -20978.247, "lumo_ev": [-1.9, -1.9], "elements": ["H", "N", "C", "C", "N", "N", "H", "N", "O", "S", "H", "H"], "xyz": [[1.2093, -2.3476, 0.5298], [0.5743, -1.6267, 0.4733], [1.0438, -0.5104, 0.1473], [0.0399, 0.5974, -0.0238], [-1.1850, 0.0306, -0.2564], [0.2082, 1.8544, 0.0197], [1.2139, 2.0254, 0.0443], [2.4739, -0.2693, -0.1930], [2.9350, -1.0937, -0.9860], [3.2497, 0.9998, 0.5117], [-1.3369, -0.9679, 0.2646], [-1.8872, 0.6424, -0.4375]]}

3.
{"formula": "C23H25AsN2O3PPd", "method": "the ωB97M-V functional and the def2-TZVPD basis", "relative_energy_kcal_mol": 31.1, "total_charge": -1, "orbital_gap_ev": [4.9, 4.5], "largest_force_ev_per_a": 4.62, "homo_ev": [-2.2, -1.8], "energy_ev": -106984.550, "lumo_ev": [2.7, 2.7], "elements": ["Pd", "O", "C", "O", "C", "P", "C", "C", "C", "C", "C", "C", "C", "C", "C", "C", "C", "C", "H", "H", "H", "H", "H", "H", "H", "H", "H", "H", "H", "H", "C", "As", "C", "C", "O", "H", "H", "H", "H", "H", "H", "H", "H", "H", "N", "C", "C", "C", "C", "C", "N", "C", "H", "H", "H", "H"], "xyz": [[9.7387, 9.3939, 8.5210], [7.9137, 5.9182, 7.6883], [8.7857, 6.7797, 7.7453], [8.5091, 8.0715, 7.4809], [10.2572, 6.4094, 8.0350], [11.4338, 7.8123, 8.3357], [12.7973, 7.3218, 9.3910], [12.5083, 6.5819, 10.5862], [13.4881, 6.0957, 11.4455], [14.8157, 6.3685, 11.1916], [15.1786, 7.1626, 10.0911], [14.1950, 7.6130, 9.1897], [12.2403, 8.0828, 6.7748], [11.9999, 9.1853, 5.9576], [12.5487, 9.2462, 4.6825], [13.1640, 8.0914, 4.1583], [13.4030, 7.0174, 4.9754], [12.9705, 7.0176, 6.3037], [10.5831, 5.8814, 7.1404], [10.2499, 5.6699, 8.8620], [11.4930, 6.3046, 10.7887], [13.2345, 5.4246, 12.2368], [15.5661, 6.0747, 11.8688], [16.1972, 7.2438, 9.7182], [14.4921, 8.1172, 8.2572], [11.3283, 10.0146, 6.3492], [12.5539, 10.2123, 4.1326], [13.5071, 8.0722, 3.1283], [13.9093, 6.1907, 4.5919], [13.2253, 6.1949, 6.9839], [7.4491, 6.2041, 11.0699], [7.2788, 8.1208, 10.9003], [5.9621, 8.4226, 9.4964], [6.5959, 8.8653, 12.5527], [8.7314, 8.8133, 10.3404], [6.5156, 5.8317, 11.6385], [8.1967, 6.0372, 11.8157], [7.6263, 5.7575, 10.0589], [4.8990, 8.3661, 9.7593], [6.2596, 7.7599, 8.6709], [6.1922, 9.4294, 9.1512], [7.2313, 8.4259, 13.3315], [5.5686, 8.6020, 12.7437], [6.7581, 9.9503, 12.5024], [9.1814, 15.6778, 8.9847], [8.9592, 14.7423, 8.3538], [8.8021, 13.4743, 7.5664], [8.3208, 13.4394, 6.2480], [8.5500, 12.2696, 5.5165], [9.0126, 11.1204, 6.1585], [9.4367, 11.1668, 7.4311], [9.3554, 12.3169, 8.1081], [7.7535, 14.3191, 5.9311], [8.2909, 12.1252, 4.4465], [9.1049, 10.1316, 5.5988], [9.9570, 12.3148, 9.0288]]}

4.
{"formula": "C22H61F6N5O7P", "method": "the ωB97M-V functional and the def2-TZVPD basis", "total_charge": -1, "orbital_gap_ev": 8.5, "largest_force_ev_per_a": 3.44, "homo_ev": -6.2, "energy_ev": -71181.136, "lumo_ev": 2.4, "elements": ["P", "F", "F", "F", "F", "F", "F", "C", "C", "C", "O", "C", "N", "H", "H", "H", "H", "H", "H", "H", "H", "H", "H", "H", "C", "C", "C", "O", "C", "N", "H", "H", "H", "H", "H", "H", "H", "H", "H", "H", "H", "C", "C", "C", "O", "C", "N", "H", "H", "H", "H", "H", "H", "H", "H", "H", "H", "H", "C", "C", "C", "O", "C", "N", "H", "H", "H", "H", "H", "H", "H", "H", "H", "H", "H", "C", "C", "C", "O", "C", "N", "H", "H", "H", "H", "H", "H", "H", "H", "H", "H", "H", "C", "C", "O", "O", "H", "H", "H", "H", "H", "H"], "xyz": [[0.2000, 0.8292, 0.5012], [0.2573, -0.7170, -0.0978], [-0.6141, 0.4519, 1.8529], [1.6911, 0.6854, 1.2627], [0.1953, 2.3936, 0.9299], [1.0350, 1.1337, -0.8784], [-1.1413, 1.0362, -0.3150], [4.5351, -1.1164, 0.4983], [4.3821, -1.8449, 1.7945], [3.4424, -3.0294, 1.6450], [3.2533, -3.6988, 2.9060], [2.6387, -4.9732, 2.9009], [5.6442, -2.4022, 2.3022], [4.9606, -1.6366, -0.3599], [5.3575, -0.4010, 0.5094], [3.5446, -0.7132, 0.2873], [4.0108, -1.2322, 2.6160], [3.7310, -3.7021, 0.8374], [2.4785, -2.6633, 1.2914], [3.1679, -5.6477, 2.2277], [1.5594, -4.9859, 2.7490], [2.9115, -5.3416, 3.8898], [5.5247, -2.1039, 3.2597], [5.4007, -3.3785, 2.3897], [1.4351, 0.9868, 4.5305], [1.0277, 2.3976, 4.8795], [1.5954, 3.5103, 3.9050], [1.0413, 4.7895, 4.1792], [0.6232, 5.5786, 3.0575], [-0.4373, 2.4368, 4.9559], [1.1089, 0.6751, 3.5383], [0.9901, 0.4464, 5.3660], [2.4943, 0.7482, 4.6258], [1.3533, 2.5619, 5.9067], [1.2320, 3.1777, 2.9327], [2.6744, 3.5378, 3.7534], [0.2904, 4.8391, 2.3292], [1.5796, 5.9608, 2.7008], [-0.0533, 6.3754, 3.3668], [-0.6781, 3.3995, 4.7682], [-0.8871, 1.9884, 4.1705], [-4.0138, 0.0387, -1.1709], [-3.0808, 0.1864, -2.4119], [-2.1885, -1.0845, -2.4021], [-1.2766, -1.2569, -3.5027], [-0.4621, -2.4680, -3.4349], [-3.7657, 0.4487, -3.7256], [-4.5859, -0.8795, -1.0377], [-4.7767, 0.8171, -1.1543], [-3.2867, -0.0229, -0.3611], [-2.3868, 0.9881, -2.1594], [-2.6685, -2.0078, -2.0776], [-1.4646, -1.0593, -1.5876], [-0.8244, -3.3954, -2.9913], [0.4947, -2.1897, -2.9931], [-0.2246, -2.7758, -4.4532], [-3.9489, -0.4959, -4.0326], [-4.7076, 0.5736, -3.3828], [-4.5015, -6.1276, 0.4868], [-4.2035, -5.3114, -0.7355], [-2.9717, -4.4307, -0.5427], [-3.1843, -3.3085, 0.2469], [-2.1359, -2.9029, 1.1184], [-3.9893, -6.1919, -1.8336], [-3.7023, -6.8643, 0.5693], [-5.4710, -6.6206, 0.5580], [-4.4298, -5.6256, 1.4516], [-5.0795, -4.6897, -0.9207], [-2.7334, -4.0623, -1.5404], [-2.1639, -5.0557, -0.1620], [-1.2238, -2.9290, 0.5222], [-1.9726, -3.5823, 1.9550], [-2.1320, -1.8463, 1.3859], [-3.7658, -5.4854, -2.5200], [-4.8268, -6.6559, -2.1552], [1.2436, 1.7304, -3.8392], [-0.2941, 1.8859, -3.5924], [-0.7069, 3.3673, -3.4820], [-2.1930, 3.2923, -3.3733], [-2.5851, 3.5000, -1.9553], [-1.0519, 1.0917, -4.5568], [1.6987, 2.1571, -2.9454], [1.7592, 2.2276, -4.6608], [1.6801, 0.7359, -3.9318], [-0.4960, 1.4561, -2.6114], [-0.6170, 3.8966, -4.4306], [-0.3217, 4.1584, -2.8387], [-3.6034, 3.2907, -1.6278], [-2.4658, 4.5197, -1.5892], [-1.9352, 2.9544, -1.2712], [-1.0703, 0.2727, -3.9660], [-0.3150, 0.7478, -5.1558], [2.6934, 4.1281, -0.9848], [3.1533, 4.0758, 0.4899], [4.2745, 5.0012, 0.6754], [2.5755, 5.4391, -1.4066], [1.6802, 3.7265, -0.9701], [3.2852, 3.5401, -1.6863], [3.3398, 3.0560, 0.8265], [2.3705, 4.4861, 1.1277], [4.2927, 5.5063, -0.1408], [1.7069, 5.6777, -1.0747]]}

5.
{"formula": "C3H4N2O2", "method": "the ωB97M-V functional and the def2-TZVPD basis", "relative_energy_kcal_mol": 194.0, "orbital_gap_ev": 8.2, "largest_force_ev_per_a": 6.08, "homo_ev": -8.6, "energy_ev": -10243.851, "lumo_ev": -0.4, "elements": ["C", "C", "C", "O", "O", "N", "N", "H", "H", "H", "H"], "xyz": [[1.4848, 0.3616, 0.2145], [-1.1288, -0.0038, -0.1510], [0.1753, -0.3022, 0.1654], [-1.1904, -2.0743, 0.2879], [-1.7654, 1.0754, -0.6169], [-1.8437, -0.8976, 0.6404], [-0.0754, -1.5722, -0.4208], [-1.1404, 1.8024, -0.7535], [2.2478, -0.3060, 0.6247], [1.8083, 0.6378, -0.7958], [1.4278, 1.2789, 0.8052]]}